Entry 1:
94
Properties=species:S:1:pos:R:3:forces:R:3 method="wB97M-V/def2-TZVPD" homo_ev=-8.878 spin_multiplicity=1 lumo_energy_ha=0.006 total_charge=0 relative_energy_kcal_mol=655.1
O 4.12219 -0.87345 4.08160 -1.983 0.851 -0.128
H -3.00497 2.60545 2.08302 0.128 0.555 0.509
O -0.35770 -1.49116 2.58685 0.341 -7.276 9.211
C -2.37870 0.39115 0.54304 -4.767 -0.527 1.363
C -2.53043 0.50750 -3.08677 0.538 2.429 -2.559
H -1.95585 -1.57980 -2.82353 -0.979 1.343 -2.709
C 0.02694 -3.17797 0.21005 2.213 0.257 1.914
H 2.74212 -2.55908 -3.73499 0.690 0.019 0.137
H -2.02263 -0.72135 4.86237 1.134 -0.730 -0.256
H -2.86953 -0.96530 -5.51663 0.403 0.367 0.272
H -1.79421 1.02063 3.42510 -0.435 -0.845 0.998
H -3.58989 0.70105 -2.91889 0.403 -0.756 0.634
O -1.11641 -2.01890 -1.61969 0.170 -3.741 2.153
H 0.76943 -2.39909 0.38371 -0.010 -0.631 -0.765
H 1.87111 -1.23661 1.00918 -0.306 -0.179 -1.456
H -1.91224 0.83087 -1.25342 -1.279 0.322 -1.280
H 2.54582 0.39076 0.61277 0.568 -0.418 0.690
H 0.82823 3.97215 0.63109 2.228 -1.127 -0.538
N 0.77931 -1.14935 -2.89550 -3.710 -0.283 1.769
N 0.44959 1.02768 -3.04613 1.265 3.416 -2.852
H -1.67044 5.09578 2.40192 -0.205 0.099 0.271
H -3.26607 -1.40205 0.22051 -0.488 -0.095 -0.202
H 1.21574 -2.03187 -3.12084 -1.011 0.757 0.432
H 2.26599 1.62029 0.29613 -1.002 1.992 0.270
O -1.32909 4.38959 2.95541 -0.652 0.565 0.250
H 3.02073 0.92370 3.91494 -0.271 0.036 0.187
H 1.72759 5.17003 -0.94894 0.155 0.137 -0.180
O -2.97605 -1.35156 -4.64424 -0.669 -0.409 1.015
H 2.62109 2.07312 -1.24748 -0.931 0.387 -1.029
H -0.20534 4.25432 1.25681 -0.872 -0.082 0.971
H -2.26155 -0.82891 -1.11182 -1.154 0.083 0.167
C -2.35668 -0.87127 3.83571 -1.514 -0.278 -1.521
H -4.83619 -0.64310 -1.16484 0.223 -0.155 0.172
C -1.66666 -1.85041 2.78967 0.665 -0.679 3.001
O -1.78747 1.45880 -0.15840 -2.683 -2.701 0.582
H -2.00443 2.26260 0.31956 -1.239 1.278 -2.523
O 2.15219 0.00901 -4.00494 5.435 2.314 -4.390
H -1.53333 -2.84302 3.21985 -1.177 -0.256 0.592
O -0.30845 -0.20311 1.21406 0.143 10.556 -7.149
H 2.62636 -1.46051 2.19978 0.346 -0.453 0.251
O -2.39862 2.33144 1.39101 -0.979 6.075 8.207
H -1.81730 -0.02008 1.38198 -1.525 0.334 -1.829
H -2.38265 1.16250 -3.94539 0.091 0.114 -0.487
H 4.79959 -0.45859 3.54251 0.003 0.138 -0.177
N 2.96817 -1.99582 -2.92769 2.244 -1.071 0.124
H -0.43446 1.80217 1.04659 -0.383 0.734 0.904
C -0.40261 3.67807 2.16076 -2.152 -0.977 0.976
H 0.78235 1.93088 -3.35207 -0.243 -0.073 -0.177
H -0.28572 -0.86796 1.86019 0.971 -3.589 3.148
H -0.46125 0.87483 -2.63736 -0.734 0.783 -0.466
N 0.08837 0.63704 -0.80765 3.504 -1.415 1.387
H -1.79045 -2.61889 -1.94721 0.285 -0.264 -0.850
O -2.51954 0.41765 3.24650 -0.633 0.144 0.712
H 0.73344 0.82742 -1.56113 0.676 -0.361 1.034
H 0.46456 3.57315 2.81276 0.469 -0.318 -0.625
O 3.38086 -1.77016 -0.76382 1.200 0.692 1.918
H 3.60666 -4.35329 -2.55879 -0.019 0.220 0.347
O -0.09367 -3.78587 1.51627 -0.738 -1.028 -1.663
H -0.03372 -3.03656 2.11337 0.268 0.628 0.605
C 2.37520 -0.41484 2.37753 0.918 1.565 1.460
H 0.51732 -3.94583 -0.38829 -0.624 0.116 -0.692
H 0.39077 2.73363 -0.50066 -0.302 0.692 -0.302
H -1.15773 -0.65077 -4.18430 0.281 -0.362 0.681
N 3.70964 -3.75916 -1.74854 0.437 -1.837 1.192
H 2.73913 -1.01426 -2.99241 1.023 -0.186 -0.615
C -1.04596 2.26444 1.82149 2.457 2.268 2.360
H -3.39467 -1.16302 3.99555 -0.138 -0.508 -0.156
H 2.17532 -0.64107 -0.56583 -0.261 -0.596 -0.280
C 3.36164 -2.47161 -1.73510 -0.427 -0.555 -3.256
C 1.16376 0.00850 -3.36857 -0.713 -2.056 -0.388
H -2.08536 -2.08300 1.81055 -1.378 0.673 0.550
H -1.46829 -1.62071 0.33415 0.740 -0.940 -0.352
C 0.37122 -0.05548 0.25308 5.909 -0.170 -4.165
O 3.60086 3.12670 0.07079 0.752 1.131 0.651
O -1.64051 1.14657 -2.11835 -5.167 -1.828 -7.025
C 1.15646 3.47841 -0.28356 0.709 -1.416 -0.103
C 2.82344 -0.14076 3.78810 2.203 -0.815 0.038
O 3.02630 0.45991 1.44100 3.666 0.968 4.765
H 2.09704 -0.52885 4.50213 0.174 0.052 -0.006
H -3.20056 0.70128 1.18838 -0.500 0.108 -1.098
C -1.20196 -2.47252 -0.29163 0.446 -1.431 2.176
H 4.29800 2.56323 -0.27286 0.184 0.109 0.214
C 2.39725 2.53308 -0.28497 -0.283 -0.033 -0.647
C -3.02611 -0.53378 -0.39319 1.026 -1.929 0.072
O -4.10871 -0.02473 -1.06490 -2.096 1.173 0.095
C -2.07235 -0.85199 -3.62654 -1.007 0.594 -1.786
H -1.97320 -3.22479 -0.12614 -0.646 0.077 -0.449
H -0.76628 1.17381 -0.84718 2.164 0.138 1.107
O 1.09783 4.50350 -1.23308 0.318 0.205 -0.970
H -0.01263 -1.00582 -2.28531 0.613 -1.334 -0.389
N 1.63396 -0.57456 0.28423 -4.725 -1.753 -4.360
H -1.00630 1.57548 2.66522 1.151 1.126 -0.614
H 1.29538 -0.30977 2.27242 0.827 0.280 1.239
H 3.69642 -4.15608 -0.81988 0.248 -0.439 -0.312

---

Entry 2:
27
Properties=species:S:1:pos:R:3:forces:R:3 method="wB97M-V/def2-TZVPD" homo_ev=-10.612 spin_multiplicity=1 lumo_energy_ha=-0.025 total_charge=0 relative_energy_kcal_mol=114.6 smiles=O.O.O.O.O.O.O.O.O
H 4.09884 2.06964 0.38960 0.108 0.007 -0.072
H 0.63020 -3.48183 2.54791 0.094 0.055 0.065
H 4.16506 3.42913 -0.28675 0.096 -0.067 -0.053
O 1.31279 -2.80820 2.45160 -0.263 -0.016 0.000
H -0.33222 -0.75838 -0.54180 -0.255 -0.098 0.512
O 4.66493 2.61339 -0.16974 -0.176 0.054 0.126
H -2.92910 0.39475 -0.46122 -0.226 0.064 -0.070
H -2.98396 1.91012 -0.35783 0.073 0.250 0.014
H 1.96010 -0.23884 -0.75722 0.376 0.085 -1.338
O 0.55641 -0.86248 -0.18334 -4.030 -2.693 5.090
H 0.82123 -0.49431 -1.73075 1.530 0.665 -0.664
H -4.07646 -3.03408 -2.81158 -0.072 0.003 0.072
H 1.13557 -2.41641 1.58900 0.171 -0.032 -0.104
H -3.08942 -2.65077 -1.72123 -0.127 -0.103 0.004
H 4.30105 -1.86052 -0.28283 -0.032 -0.045 0.036
H -1.94887 1.11243 2.96505 -0.126 0.013 0.107
H -1.21357 4.24503 -1.30029 -0.077 -0.113 -0.019
H 3.02331 -2.37718 -0.92351 0.010 0.053 -0.010
H -0.79597 3.90115 0.12006 -0.112 -0.060 0.000
O -3.50587 1.11753 -0.18934 0.227 -0.247 0.117
O 1.66878 -0.04171 -1.65459 2.705 1.940 -3.718
O 3.43923 -2.23365 -0.06596 -0.018 0.142 -0.071
H 0.61487 -0.18447 0.49920 -0.262 -0.029 0.189
O -4.02014 -2.85506 -1.86619 0.210 0.064 -0.089
O -2.90476 1.16669 3.07598 0.231 -0.088 -0.034
O -1.33494 3.58117 -0.61214 0.082 0.040 0.044
H -3.25710 0.75688 2.27792 -0.136 0.155 -0.134

---

Entry 3:
19
Properties=species:S:1:pos:R:3:forces:R:3 method="wB97M-V/def2-TZVPD" homo_ev=-9.187 spin_multiplicity=1 lumo_energy_ha=0.034 total_charge=0 relative_energy_kcal_mol=160.0 smiles=C#C[C@]1(N)[C@H](C)[C@@H]1C
C -0.66128 0.65764 -0.27583 -2.789 3.642 -0.750
C 0.58823 0.85554 0.58706 1.196 1.466 -0.280
H -1.35360 1.52523 0.06792 0.685 -1.916 -0.538
H 0.42613 1.58899 1.39278 0.870 0.221 -0.761
C 0.35969 -2.54852 -0.03630 1.000 -6.372 -2.196
H -0.63105 -0.79094 -2.10457 -0.440 4.028 0.284
H -0.12603 1.36121 -2.27506 -2.047 -3.096 0.343
N -1.28430 -0.35023 1.94825 0.546 1.989 3.966
C 0.05420 -1.53595 0.43760 -0.441 3.125 1.323
H 0.45771 -3.60234 -0.37618 0.106 1.675 0.403
H 2.27156 1.46893 -0.47193 0.402 -0.307 -0.289
H 1.43910 -0.09468 -1.01064 1.784 0.707 1.260
H 2.68709 -0.06014 0.56742 -2.066 1.267 -1.957
C 1.86824 0.51526 -0.12905 0.798 -1.044 0.777
C -0.28299 -0.22550 0.84751 -4.959 -2.267 0.805
H -0.65414 -0.28050 2.89427 -2.373 -0.221 -2.682
H -2.17414 0.35689 2.10050 3.536 -1.880 -1.146
H -2.10221 0.70893 -2.31656 3.923 -0.833 1.948
C -0.88221 0.45016 -1.84718 0.270 -0.185 -0.513

---

Entry 4:
23
Properties=species:S:1:pos:R:3:forces:R:3 method="wB97M-V/def2-TZVPD" homo_ev=-9.028 spin_multiplicity=1 lumo_energy_ha=0.025 total_charge=0 relative_energy_kcal_mol=7.7 smiles=CC[C@@H](Br)[C@@H](C)c1nccs1
C 1.25580 2.00953 0.18615 1.958 3.779 -3.081
C 0.23980 -0.48813 -0.42469 -2.621 4.235 0.076
H -4.02621 -2.52079 0.76951 0.434 -0.476 0.574
H 1.74103 -1.84973 0.41322 -0.682 0.495 -0.707
H 0.75176 1.91922 -1.98708 0.384 1.214 1.311
H 1.77013 3.31387 -1.56415 -1.087 0.312 0.379
S -2.50276 -1.14871 -0.47161 0.634 -1.211 1.221
C -1.88562 -2.70730 1.44992 0.488 -1.354 0.768
H -0.24445 3.24860 -1.29866 3.319 -0.521 0.705
C 1.53413 -1.14859 -0.43343 2.442 -0.839 0.191
H 2.36866 -0.45038 -0.39975 -0.037 0.320 -0.024
H 1.68372 -1.65779 -1.37793 -0.048 -0.499 -0.093
C 0.87535 2.76769 -1.19084 -1.954 -1.717 -1.229
H -1.90848 -3.35796 2.31709 0.082 -0.069 -0.200
C -0.85020 -1.30788 0.12445 -0.849 -0.346 -0.771
H 2.32881 1.72700 -0.14901 -1.673 -0.444 1.318
H -0.20538 -0.11847 -1.44451 1.524 -0.467 1.619
H 1.35637 2.77807 1.01504 -0.037 -0.875 -0.912
C 0.28844 1.00024 0.57419 -1.001 -2.638 -2.934
C -2.95066 -2.36569 0.74544 -1.791 2.030 -2.106
N -0.68831 -2.22283 1.00712 0.386 0.550 1.087
Br -1.49400 1.82725 0.60582 0.301 -0.200 0.448
H 0.56206 0.75277 1.53372 -0.171 -1.277 2.360

---

Please write out number 3 again, unchanged.
19
Properties=species:S:1:pos:R:3:forces:R:3 method="wB97M-V/def2-TZVPD" homo_ev=-9.187 spin_multiplicity=1 lumo_energy_ha=0.034 total_charge=0 relative_energy_kcal_mol=160.0 smiles=C#C[C@]1(N)[C@H](C)[C@@H]1C
C -0.66128 0.65764 -0.27583 -2.789 3.642 -0.750
C 0.58823 0.85554 0.58706 1.196 1.466 -0.280
H -1.35360 1.52523 0.06792 0.685 -1.916 -0.538
H 0.42613 1.58899 1.39278 0.870 0.221 -0.761
C 0.35969 -2.54852 -0.03630 1.000 -6.372 -2.196
H -0.63105 -0.79094 -2.10457 -0.440 4.028 0.284
H -0.12603 1.36121 -2.27506 -2.047 -3.096 0.343
N -1.28430 -0.35023 1.94825 0.546 1.989 3.966
C 0.05420 -1.53595 0.43760 -0.441 3.125 1.323
H 0.45771 -3.60234 -0.37618 0.106 1.675 0.403
H 2.27156 1.46893 -0.47193 0.402 -0.307 -0.289
H 1.43910 -0.09468 -1.01064 1.784 0.707 1.260
H 2.68709 -0.06014 0.56742 -2.066 1.267 -1.957
C 1.86824 0.51526 -0.12905 0.798 -1.044 0.777
C -0.28299 -0.22550 0.84751 -4.959 -2.267 0.805
H -0.65414 -0.28050 2.89427 -2.373 -0.221 -2.682
H -2.17414 0.35689 2.10050 3.536 -1.880 -1.146
H -2.10221 0.70893 -2.31656 3.923 -0.833 1.948
C -0.88221 0.45016 -1.84718 0.270 -0.185 -0.513